# 1
{"formula": "C37H48ClN6O2P3Tm", "method": "wB97M-V/def2-TZVPD", "total_charge": 1, "gap_ev": [7.2, 7.2], "lumo_energy_ev": [-3.0, -3.0], "multiplicity": 3, "homo_ev": [-10.26, -10.27], "symbols": ["Tm", "Cl", "C", "C", "C", "C", "O", "C", "C", "N", "C", "C", "C", "C", "C", "C", "C", "C", "N", "C", "C", "H", "H", "H", "H", "H", "H", "H", "H", "H", "H", "C", "P", "C", "C", "C", "P", "C", "C", "H", "H", "H", "H", "H", "H", "H", "H", "H", "H", "H", "H", "H", "H", "H", "H", "N", "C", "C", "C", "C", "C", "C", "C", "C", "C", "H", "H", "H", "H", "C", "N", "C", "P", "O", "N", "C", "C", "N", "C", "C", "H", "H", "H", "H", "H", "H", "H", "H", "H", "H", "H", "H", "H", "H", "H", "H", "H", "H"], "positions_angstrom": [[-0.603, 0.694, 0.581], [1.920, 6.687, 4.687], [1.143, 5.510, 3.695], [0.392, 5.924, 2.621], [-0.143, 5.022, 1.737], [0.020, 3.646, 1.970], [-0.577, 2.737, 1.206], [0.761, 3.246, 3.104], [1.028, 1.849, 3.440], [0.756, 0.803, 2.721], [1.080, -0.471, 3.296], [2.116, -0.659, 4.151], [2.341, -1.972, 4.657], [1.492, -2.986, 4.381], [0.390, -2.757, 3.551], [-0.527, -3.798, 3.254], [-1.632, -3.507, 2.473], [-1.703, -2.239, 1.905], [-0.864, -1.268, 2.133], [0.181, -1.512, 3.004], [1.314, 4.172, 3.979], [0.224, 6.987, 2.482], [-0.681, 5.364, 0.853], [1.535, 1.781, 4.412], [2.821, 0.101, 4.450], [3.195, -2.047, 5.342], [1.639, -3.991, 4.762], [-0.358, -4.834, 3.563], [-2.375, -4.244, 2.186], [-2.445, -2.054, 1.141], [1.893, 3.931, 4.887], [-1.387, 3.895, -1.731], [-1.626, 2.085, -1.781], [-1.505, 1.735, -3.571], [-3.499, 1.923, -1.568], [-3.977, 2.344, -0.175], [-3.555, 1.045, 1.076], [-4.298, 1.719, 2.646], [-4.725, -0.261, 0.668], [-2.288, 4.406, -2.131], [-0.598, 4.187, -2.377], [-1.119, 4.289, -0.758], [-2.224, 2.352, -4.110], [-1.793, 0.678, -3.704], [-0.515, 1.877, -3.974], [-3.736, 0.825, -1.695], [-3.995, 2.493, -2.320], [-5.055, 2.578, -0.138], [-3.489, 3.260, 0.155], [-5.350, 1.995, 2.621], [-3.623, 2.562, 2.920], [-4.131, 0.962, 3.390], [-5.717, 0.075, 0.589], [-4.642, -1.035, 1.428], [-4.498, -0.739, -0.320], [-3.301, -5.351, -7.299], [-2.957, -4.877, -6.292], [-2.527, -4.166, -5.147], [-3.350, -4.152, -4.044], [-3.058, -3.401, -2.947], [-1.881, -2.613, -2.940], [-1.017, -2.668, -4.069], [-1.351, -3.446, -5.147], [-1.567, -1.770, -1.853], [-1.344, -0.910, -1.036], [-4.226, -4.809, -4.029], [-3.649, -3.350, -2.064], [-0.105, -2.065, -4.016], [-0.668, -3.488, -5.978], [4.547, 1.378, -1.023], [3.933, 0.476, -0.143], [4.018, 0.894, 1.262], [2.630, -0.392, -0.602], [1.330, 0.253, -0.156], [2.862, -1.901, -0.020], [4.011, -2.359, 0.709], [1.806, -2.906, -0.263], [2.638, -0.559, -2.215], [3.495, -1.482, -2.911], [2.028, 0.430, -3.112], [5.474, 1.774, -0.583], [3.947, 2.287, -1.223], [4.808, 0.961, -2.030], [5.045, 0.939, 1.603], [3.491, 0.119, 1.827], [3.549, 1.857, 1.455], [4.734, -1.605, 0.832], [4.581, -3.159, 0.268], [3.704, -2.724, 1.688], [0.919, -2.400, -0.643], [1.482, -3.291, 0.699], [2.177, -3.644, -0.947], [4.177, -1.996, -2.169], [4.162, -0.963, -3.612], [2.911, -2.220, -3.476], [1.189, 0.991, -2.673], [1.587, -0.135, -3.918], [2.776, 1.081, -3.531]], "forces_ev_per_angstrom": [[-0.224, 0.028, 0.808], [0.066, 0.300, 0.304], [0.396, -0.376, 0.725], [-0.258, 0.660, -0.569], [-0.141, -0.321, -0.252], [-0.765, -0.723, -0.465], [0.479, 0.854, 0.233], [0.255, -1.355, 0.060], [-0.277, 0.247, -0.655], [-0.055, 0.261, 0.804], [-0.286, 1.917, -0.148], [0.413, -1.484, 0.163], [0.849, 1.207, 0.823], [0.472, -0.679, 0.243], [-0.412, -1.541, 0.195], [-1.074, -0.145, -0.782], [0.983, -0.774, 0.558], [-0.465, 0.272, -0.563], [0.868, 0.326, 0.241], [-0.788, 0.606, -1.025], [0.304, 1.094, 0.311], [0.126, -0.069, -0.085], [0.025, -0.114, 0.414], [-0.200, -0.429, -0.164], [-0.099, 0.237, -0.226], [-0.401, -0.456, -0.348], [0.078, 0.162, 0.097], [0.048, 0.493, 0.234], [0.200, 0.012, 0.170], [-0.179, 0.155, 0.019], [-0.347, -0.257, -0.654], [-1.311, 0.412, -0.191], [-0.640, 0.227, 0.269], [-0.678, -0.703, 0.238], [0.768, -1.409, 0.747], [-0.074, 0.036, 0.406], [-0.401, 0.869, 0.187], [1.452, 0.422, -0.652], [1.134, -1.342, -1.138], [0.395, -0.163, 0.367], [0.930, 0.058, -0.772], [-0.283, -0.272, 0.196], [0.077, 0.063, -0.080], [0.169, 0.333, -0.025], [0.309, 0.129, -0.033], [0.262, 1.126, -0.257], [-0.336, 0.375, -0.735], [0.248, -0.321, -0.161], [0.191, 0.146, 0.010], [0.078, 0.091, -0.222], [-0.738, -0.269, -0.039], [-0.081, -0.407, 0.512], [-1.401, 0.584, 0.197], [-0.157, -0.123, 0.067], [0.129, 0.343, 0.841], [0.504, 0.568, 1.692], [-0.481, -0.969, -2.578], [-0.077, -0.030, 0.081], [-1.300, -1.041, 0.400], [1.662, 1.192, 0.232], [-0.027, -0.878, -1.276], [-0.427, 0.432, 1.463], [0.813, 0.324, -0.283], [-0.339, -0.384, -0.750], [0.141, 0.735, 1.321], [0.226, 0.404, -0.136], [-0.638, -0.233, 0.375], [-0.267, -0.312, -0.243], [-0.077, -0.063, -0.308], [1.113, 1.808, -2.193], [0.043, -0.373, 1.471], [-0.631, -0.841, -0.024], [-0.306, -0.583, -0.004], [1.068, -0.304, -0.404], [-0.450, 0.022, -0.147], [-0.356, -0.664, 0.717], [0.011, 1.460, 0.662], [-0.726, 1.046, -0.415], [1.346, -0.866, 0.702], [-0.670, -0.532, 0.318], [-0.101, -0.376, -0.093], [-0.041, -0.219, 0.078], [-0.222, 0.064, 0.958], [0.288, -0.080, -0.106], [0.112, 0.310, 0.322], [-0.179, 0.166, -0.128], [0.651, 1.199, 0.256], [-0.185, -0.649, -0.780], [-0.014, 0.035, 0.252], [-0.011, -0.058, -0.432], [0.169, -0.584, 0.134], [-0.046, -0.628, -0.226], [-0.875, 0.340, -0.922], [-0.165, 0.037, 0.046], [0.123, 0.053, 0.141], [0.583, -0.202, 0.265], [-0.174, -0.131, -0.515], [0.297, 0.487, -0.124]], "lowdin_charge": [1.042, 0.688, -0.686, -0.095, 0.004, -0.319, -0.293, -0.136, -0.045, 0.036, -0.212, -0.014, -0.051, -0.031, -0.173, 0.033, -0.013, -0.144, 0.043, -0.163, -0.061, 0.116, 0.108, 0.127, 0.117, 0.122, 0.126, 0.132, 0.118, 0.085, 0.126, -0.255, 0.834, -0.253, -0.386, -0.409, 0.827, -0.242, -0.282, 0.068, 0.032, -0.004, 0.052, 0.045, 0.027, 0.076, 0.071, 0.097, 0.069, 0.052, 0.050, 0.025, 0.033, 0.038, 0.052, 0.167, -0.178, -0.251, -0.035, -0.017, -0.239, -0.016, -0.026, -0.175, -0.178, 0.134, 0.105, 0.106, 0.123, -0.125, -0.302, -0.074, 0.558, -0.397, -0.281, -0.097, -0.042, -0.292, -0.096, -0.073, 0.098, 0.098, 0.095, 0.095, 0.060, 0.093, 0.058, 0.086, 0.087, 0.055, 0.081, 0.088, 0.104, 0.089, 0.091, 0.064, 0.078, 0.081]}



# 2
{"formula": "C16H31N2O3PSTi", "method": "wB97M-V/def2-TZVPD", "total_charge": 4, "gap_ev": [4.7, 4.7], "lumo_energy_ev": [-17.7, -17.7], "multiplicity": 1, "homo_ev": [-22.47, -22.47], "symbols": ["Ti", "C", "O", "C", "O", "C", "O", "C", "P", "H", "H", "C", "H", "C", "H", "H", "H", "C", "H", "C", "H", "H", "C", "H", "H", "H", "C", "H", "H", "H", "C", "H", "H", "H", "C", "H", "H", "H", "H", "H", "S", "C", "N", "C", "C", "C", "N", "H", "H", "H", "H", "H", "H", "H", "H"], "positions_angstrom": [[0.321, 0.186, 0.855], [1.703, -1.255, 0.466], [2.470, -2.126, 0.279], [-0.952, -1.150, -0.180], [-1.711, -1.869, -0.706], [-1.513, 1.073, 0.577], [-2.605, 1.502, 0.514], [1.766, -0.245, -2.584], [0.834, 0.775, -1.418], [2.106, 2.758, -1.264], [2.602, -0.649, -1.986], [-0.101, 1.987, -2.439], [0.630, 2.245, -3.223], [2.329, 0.562, -3.755], [2.890, 1.448, -3.432], [1.538, 0.866, -4.455], [3.021, -0.085, -4.319], [0.951, -1.437, -3.099], [0.123, -1.119, -3.737], [1.615, 2.303, 0.810], [0.564, -2.047, -2.283], [1.613, -2.063, -3.708], [3.514, 1.273, -0.567], [1.374, 1.470, 1.567], [2.453, 2.771, 1.332], [0.814, 3.050, 0.781], [2.099, 1.874, -0.597], [4.129, 1.930, 0.061], [3.956, 1.231, -1.575], [3.521, 0.259, -0.124], [-0.496, 3.261, -1.703], [-1.149, 3.046, -0.854], [-1.049, 3.888, -2.412], [0.368, 3.835, -1.366], [-1.305, 1.298, -3.084], [-1.997, 0.898, -2.330], [-1.019, 0.494, -3.768], [-1.851, 2.045, -3.673], [3.494, 2.576, 2.845], [3.066, 2.195, 3.339], [-0.177, -0.492, 3.208], [-1.512, -1.605, 3.172], [-1.296, -2.932, 3.127], [-2.295, -3.927, 3.568], [-3.676, -3.441, 3.227], [-3.905, -2.017, 3.643], [-2.779, -1.185, 3.217], [-0.309, -3.210, 3.168], [-2.225, -4.051, 4.667], [-2.038, -4.871, 3.075], [-4.393, -4.069, 3.765], [-3.831, -3.537, 2.153], [-3.991, -1.968, 4.734], [-4.798, -1.589, 3.181], [-2.893, -0.164, 3.314]], "forces_ev_per_angstrom": [[0.411, 1.327, 2.648], [6.138, -7.433, -1.591], [-4.614, 5.176, 1.145], [-4.676, -4.985, -2.867], [4.088, 3.900, 2.717], [-8.148, 3.467, -0.539], [6.244, -2.495, 0.389], [0.371, -1.537, -0.107], [0.534, 1.458, -2.510], [-0.359, -0.166, 0.390], [-0.177, 0.157, -0.232], [-0.861, 0.108, -0.040], [0.005, -0.185, 0.309], [0.106, 0.482, -0.240], [-0.094, -0.127, -0.229], [0.253, -0.105, 0.166], [-0.198, 0.132, 0.285], [0.021, -0.050, -0.150], [0.128, -0.158, 0.095], [0.272, 0.351, -0.275], [-0.034, -0.213, -0.049], [-0.162, 0.037, 0.143], [-0.121, -0.052, 0.130], [0.949, 1.393, 0.428], [-0.245, -0.050, 0.183], [-0.292, -0.242, 0.207], [0.367, -0.840, 0.932], [0.068, -0.240, -0.188], [-0.128, -0.056, 0.506], [0.311, 0.496, -0.136], [0.068, -0.094, -0.042], [-0.062, 0.293, -0.119], [0.049, -0.028, 0.237], [-0.129, 0.138, 0.000], [-0.146, -0.075, -0.241], [-0.007, 0.081, -0.167], [-0.134, 0.200, 0.159], [0.028, -0.177, 0.107], [-0.098, -0.265, 0.557], [0.348, 0.259, -0.208], [0.640, 0.926, -2.296], [-2.423, -2.676, -0.257], [1.622, 1.529, 0.490], [-0.077, -0.324, 0.679], [-0.398, -0.489, -0.583], [-0.481, -0.222, 0.398], [1.807, 2.002, 0.308], [-0.582, -0.091, 0.042], [0.359, -0.013, -0.520], [-0.155, 0.199, 0.191], [-0.011, 0.012, -0.335], [-0.243, -0.161, -0.027], [-0.031, 0.324, -0.133], [0.049, -0.141, 0.188], [-0.147, -0.756, 0.048]], "nbo_charge": [0.558, 0.529, -0.198, 0.585, -0.252, 0.536, -0.231, -0.559, 1.256, 0.333, 0.252, -0.523, 0.300, -0.625, 0.226, 0.245, 0.302, -0.612, 0.242, -0.589, 0.188, 0.294, -0.621, 0.100, 0.356, 0.312, -0.529, 0.285, 0.278, 0.198, -0.617, 0.187, 0.305, 0.225, -0.627, 0.195, 0.244, 0.295, 0.003, 0.007, 0.303, 0.324, -0.506, -0.234, -0.445, -0.235, -0.505, 0.436, 0.256, 0.271, 0.298, 0.229, 0.257, 0.268, 0.434]}